Entry 1:
20
Properties=species:S:1:pos:R:3:forces:R:3 method="wB97M-V/def2-TZVPD" smiles=CC(C)O.CC e_homo_ev=-10.3 homo_lumo_gap_ha=0.415 total_energy_ha=-274.11956 de_lowest_kcal_mol=14.1
C -0.803 -0.285 0.849 -0.497 0.410 -0.179
C -0.588 1.120 1.385 0.292 0.005 0.228
C -0.775 1.200 2.886 0.190 0.551 0.674
O 0.707 1.614 1.021 0.110 -0.261 -0.085
H 0.058 -0.898 1.075 0.331 -0.271 -0.055
H -1.005 -0.264 -0.223 0.296 -0.128 0.015
H -1.659 -0.753 1.322 -0.216 -0.059 0.139
H -1.272 1.821 0.912 -0.183 -0.019 -0.075
H -0.059 0.597 3.448 0.055 -0.242 -0.224
H -0.625 2.222 3.249 0.087 0.027 -0.245
H -1.769 0.930 3.224 -0.280 -0.272 -0.187
H 1.348 0.896 1.135 -0.205 0.246 0.010
C 1.340 -1.382 -2.197 -0.052 -0.474 1.633
C 0.231 -0.677 -2.953 -0.111 -0.230 0.416
H 2.138 -0.687 -2.008 0.591 0.346 -0.196
H 1.106 -1.736 -1.180 -0.640 0.382 -0.152
H 1.766 -2.292 -2.586 0.058 -0.131 -1.020
H -0.147 0.157 -2.358 0.328 0.254 -0.143
H 0.679 -0.316 -3.875 -0.487 0.160 -0.233
H -0.671 -1.268 -3.127 0.330 -0.296 -0.320

---

Entry 2:
89
Properties=species:S:1:pos:R:3:forces:R:3 method="wB97M-V/def2-TZVPD" smiles="O=[SH](=O)Cc1cccc2c1Sc1ccccc1N2.CC#N.CC#N.CC#N.CC#N.CC#N.CC#N.CC#N.CC#N.CC#N.CC#N" e_homo_ev=-7.9 homo_lumo_gap_ha=0.291 total_energy_ha=-2830.80802 de_lowest_kcal_mol=226.0
O 4.632 -3.245 -2.477 -2.510 2.718 0.050
S 3.774 -2.020 -2.292 3.248 -0.086 1.648
O 4.177 -1.131 -1.143 -1.282 -1.808 -2.349
C 3.742 -0.929 -3.815 -1.245 0.875 -0.062
C 2.596 0.167 -3.534 -2.652 1.342 0.035
C 2.847 1.569 -2.920 -3.584 -1.510 -1.076
C 1.616 2.487 -2.725 -0.396 -2.228 -1.283
C 0.161 2.096 -3.149 2.678 -2.753 -0.598
C -0.098 0.701 -3.761 3.538 1.409 1.183
C 1.153 -0.243 -3.916 -0.592 2.391 1.031
S 0.754 -1.932 -4.613 -0.954 0.978 1.250
C -0.877 -2.291 -3.769 -2.318 0.721 1.280
C -1.216 -3.696 -3.224 -2.100 3.263 0.386
C -2.571 -3.895 -2.501 1.227 3.401 -1.417
C -3.533 -2.680 -2.354 2.815 0.570 -1.576
C -3.198 -1.263 -2.919 2.670 -2.685 -0.468
C -1.826 -1.041 -3.646 -1.522 -3.540 1.632
N -1.443 0.276 -4.178 1.329 -1.031 1.844
H 2.425 -2.393 -2.097 1.034 0.388 -0.473
H 4.756 -0.425 -3.984 -1.343 -0.977 0.677
H 3.496 -1.603 -4.704 0.306 0.987 1.285
H 3.919 1.841 -2.618 -1.987 -0.261 -0.462
H 1.718 3.530 -2.244 0.105 -2.216 -1.201
H -0.736 2.797 -3.025 1.640 -1.009 -0.060
H -0.422 -4.512 -3.367 -1.533 1.313 0.335
H -2.805 -4.922 -2.070 0.162 1.696 -0.646
H -4.523 -2.799 -1.802 1.590 0.112 -0.957
H -3.926 -0.380 -2.818 1.180 -1.657 -0.097
H -2.141 1.006 -3.930 0.662 -0.799 -0.198
C 4.408 -3.716 0.927 -0.444 -0.284 0.826
C 3.861 -4.056 2.280 -0.873 -0.621 2.249
N 3.436 -4.324 3.348 1.369 0.893 -3.327
H 4.207 -4.531 0.229 0.029 0.053 0.104
H 3.939 -2.804 0.555 0.097 -0.052 0.102
H 5.486 -3.561 0.990 -0.108 -0.043 -0.013
C 6.084 -1.002 2.489 0.879 -0.130 -0.094
C 7.541 -1.316 2.328 2.451 -0.518 -0.294
N 8.688 -1.563 2.201 -3.656 0.762 0.446
H 5.693 -0.567 1.568 0.095 -0.067 0.034
H 5.531 -1.915 2.715 0.113 0.089 0.037
H 5.945 -0.291 3.305 0.091 -0.045 -0.062
C -2.481 5.808 -1.487 -0.277 -0.952 -0.102
C -2.917 4.443 -1.930 -0.707 -2.314 -0.749
N -3.258 3.367 -2.279 1.183 3.381 1.062
H -3.274 6.284 -0.909 0.038 -0.103 -0.144
H -1.585 5.724 -0.871 -0.061 -0.059 -0.160
H -2.258 6.426 -2.356 -0.016 -0.135 0.082
C 0.274 3.571 1.122 0.197 0.417 -0.778
C 0.630 4.319 -0.127 1.065 2.180 -3.349
N 0.927 4.913 -1.124 -1.590 -2.351 4.888
H -0.286 2.670 0.867 0.063 0.102 -0.082
H 1.183 3.288 1.656 -0.041 0.075 -0.121
H -0.338 4.201 1.769 0.070 0.000 -0.111
C -7.546 -2.635 -0.325 0.222 0.400 -0.758
C -7.172 -1.904 -1.578 0.571 1.259 -2.079
N -6.878 -1.328 -2.566 -0.895 -1.803 3.130
H -8.134 -3.520 -0.572 0.091 0.093 -0.058
H -6.644 -2.946 0.207 -0.068 0.032 -0.062
H -8.134 -1.986 0.324 0.118 0.003 -0.114
C 4.896 -4.444 6.515 0.467 0.708 0.388
C 5.592 -3.309 7.201 1.149 1.861 1.197
N 6.140 -2.414 7.741 -1.708 -2.811 -1.730
H 5.496 -5.352 6.596 -0.002 0.136 0.042
H 3.923 -4.618 6.977 0.108 0.087 -0.033
H 4.751 -4.205 5.460 -0.041 -0.011 0.126
C 8.200 -0.617 5.826 -0.097 0.899 -0.091
C 7.793 0.822 5.719 -0.681 2.406 -0.173
N 7.471 1.954 5.635 0.985 -3.607 0.220
H 9.083 -0.799 5.210 -0.113 0.111 -0.015
H 8.432 -0.862 6.863 -0.153 0.066 -0.089
H 7.388 -1.259 5.482 0.059 0.103 0.108
C -3.265 -2.229 1.927 -0.484 -0.704 -0.120
C -4.080 -3.472 1.735 -1.791 -2.819 -0.424
N -4.722 -4.462 1.585 2.440 3.892 0.524
H -3.924 -1.360 1.991 -0.032 -0.127 -0.026
H -2.684 -2.305 2.847 -0.095 -0.079 -0.079
H -2.584 -2.098 1.084 -0.108 -0.091 0.021
C -9.344 0.789 2.260 0.876 -0.212 -0.138
C -7.897 0.444 2.075 3.461 -0.749 -0.385
N -6.746 0.176 1.934 -4.604 0.995 0.551
H -9.740 1.233 1.345 0.110 -0.049 0.062
H -9.914 -0.112 2.495 0.115 0.058 -0.018
H -9.453 1.502 3.079 0.087 -0.081 -0.076
C -3.946 8.518 -4.297 -0.138 -0.102 0.901
C -4.192 8.402 -2.823 -0.869 -0.169 4.387
N -4.396 8.319 -1.643 0.945 0.441 -5.659
H -4.498 9.369 -4.699 0.033 -0.073 0.115
H -2.881 8.664 -4.485 -0.094 -0.007 0.083
H -4.276 7.609 -4.801 0.007 0.063 0.112